[1]
C32H58Br2CuN2O2Si4 | the ωB97M-V functional and the def2-TZVPD basis

The geometry in XYZ format:
```
101
C32H58Br2CuN2O2Si4 (the ωB97M-V functional and the def2-TZVPD basis)
Cu 1.00 1.75 -0.71
C -3.45 3.54 0.57
Si -2.05 2.38 0.02
C -1.99 1.03 1.33
C -2.73 1.53 -1.53
C -0.45 3.23 -0.28
Si 0.25 4.23 1.10
C -0.53 5.96 1.20
C 0.00 3.46 2.80
C 2.12 4.53 0.98
Si -0.36 3.99 -1.92
C 1.13 5.10 -2.26
C -1.85 4.98 -2.55
C -0.13 2.58 -3.21
C -0.47 2.66 -4.56
C -0.22 1.59 -5.41
C 0.37 0.45 -4.89
C 0.69 0.44 -3.54
N 0.44 1.46 -2.73
H -4.38 2.98 0.74
H -3.66 4.31 -0.17
H -3.20 4.04 1.50
H -2.64 0.20 1.03
H -2.34 1.38 2.31
H -0.98 0.64 1.45
H -3.71 1.10 -1.32
H -2.06 0.72 -1.85
H -2.84 2.21 -2.37
H -1.61 5.90 1.33
H -0.34 6.52 0.28
H -0.12 6.55 2.03
H -1.05 3.31 3.04
H 0.43 4.11 3.56
H 0.49 2.49 2.86
H 2.37 5.34 0.29
H 2.62 3.63 0.65
H 2.52 4.80 1.96
H 1.10 6.02 -1.66
H 1.15 5.38 -3.31
H 2.06 4.58 -2.03
H -2.11 5.76 -1.82
H -2.73 4.36 -2.68
H -1.63 5.48 -3.50
H -0.93 3.56 -4.94
H -0.48 1.64 -6.46
H 0.58 -0.41 -5.51
H 1.16 -0.43 -3.08
Br 7.88 3.29 0.34
C 6.79 1.86 0.94
C 7.33 0.92 1.80
N 6.62 -0.11 2.26
C 5.35 -0.22 1.85
C 4.74 0.67 0.99
C 5.48 1.75 0.52
C 3.29 0.48 0.58
O 2.69 -0.50 1.03
O 2.85 1.36 -0.22
H 8.35 1.00 2.14
H 4.78 -1.06 2.23
H 5.02 2.46 -0.15
C -2.66 -4.19 -1.61
C -2.64 -3.77 -0.14
C -3.48 -2.48 -0.05
C -3.32 -4.87 0.69
Si -0.84 -3.47 0.46
Br -0.16 -1.58 -0.57
C 0.40 -4.79 -0.19
C 1.79 -4.57 0.43
C 0.61 -4.71 -1.71
C -0.06 -6.22 0.14
C -0.70 -3.18 2.36
C -1.85 -2.33 2.91
C 0.59 -2.43 2.72
C -0.73 -4.52 3.13
H -3.70 -4.22 -1.96
H -2.25 -5.19 -1.76
H -2.12 -3.49 -2.25
H -4.48 -2.70 -0.44
H -3.06 -1.68 -0.65
H -3.59 -2.12 0.97
H -4.35 -5.00 0.33
H -3.38 -4.62 1.75
H -2.82 -5.83 0.59
H 2.15 -3.55 0.26
H 2.50 -5.25 -0.05
H 1.82 -4.76 1.50
H 1.05 -3.75 -1.99
H -0.30 -4.84 -2.28
H 1.31 -5.50 -2.01
H -0.29 -6.37 1.19
H 0.73 -6.93 -0.13
H -0.95 -6.50 -0.44
H -1.89 -1.35 2.44
H -1.68 -2.17 3.98
H -2.82 -2.81 2.80
H 0.64 -1.44 2.28
H 1.50 -2.95 2.42
H 0.63 -2.31 3.81
H -1.65 -5.08 2.96
H -0.67 -4.31 4.20
H 0.11 -5.17 2.88
```

Properties
charge = -1

[2]
C5H8BrN2 | the ωB97M-V functional and the def2-TZVPD basis

The geometry in XYZ format:
```
16
C5H8BrN2 (the ωB97M-V functional and the def2-TZVPD basis)
C -1.42 -0.65 -1.10
C -0.55 -0.72 -2.16
C -0.71 -0.04 -0.07
C 1.62 0.82 0.20
C -1.07 -0.21 2.56
N 0.63 -0.20 -1.77
N 0.52 0.21 -0.49
Br -0.66 1.44 3.20
H -2.44 -0.98 -1.06
H -0.68 -1.12 -3.15
H 1.51 1.91 0.21
H 1.66 0.47 1.23
H 2.56 0.56 -0.29
H -0.34 -0.99 2.62
H -2.11 -0.44 2.40
H 1.47 -0.08 -2.32
```

Properties
charge = +1

[3]
C5H10NO | the ωB97M-V functional and the def2-TZVPD basis

The geometry in XYZ format:
```
17
C5H10NO (the ωB97M-V functional and the def2-TZVPD basis)
C -2.61 -0.75 0.13
C -1.72 -1.84 0.68
C -1.24 -0.40 0.77
C -0.32 -0.10 -0.29
C 1.80 1.09 -1.02
N 2.78 1.68 -0.14
O 0.63 0.75 -0.09
H -2.50 -0.65 -1.01
H -3.50 -0.32 0.52
H -1.74 -2.51 1.52
H -1.27 -2.26 -0.14
H -1.42 0.16 1.70
H -0.35 -0.62 -1.24
H 2.33 0.21 -1.42
H 3.55 2.11 -0.77
H 3.20 1.01 0.44
H 2.36 2.44 0.37
```

Properties
charge = +1

[4]
CHClFNO2 | the ωB97M-V functional and the def2-TZVPD basis

The geometry in XYZ format:
```
7
CHClFNO2 (the ωB97M-V functional and the def2-TZVPD basis)
C 0.03 -0.30 -0.32
N 1.12 0.49 -0.04
O 1.47 0.37 1.15
O 1.59 1.17 -0.95
F -0.50 -0.24 -1.55
Cl -3.03 -0.67 1.18
H -0.67 -0.81 0.54
```

Number 1: electronic energy -257444.918 eV. Number 2: electronic energy -78326.601 eV. Number 3: electronic energy -8873.074 eV. Number 4: electronic energy -21871.143 eV.